A molecular structure, C14H14CoN2O2S2 in a non-equilibrium geometry. Source: OMol25; level of theory: ωB97M-V with the def2-TZVPD basis set.

Cartesian coordinates (Å):
C -0.386 1.191 -4.058
C 1.004 1.189 -3.757
C 1.168 1.456 -2.359
C -0.156 1.669 -1.790
C -1.110 1.495 -2.874
Co 0.067 -0.409 -1.850
N -1.240 -1.554 -2.250
C -0.464 -2.521 -3.007
C 0.903 -1.840 -2.853
H 2.102 1.615 -1.822
H 1.815 1.049 -4.470
H -0.351 2.053 -0.792
H -2.180 1.670 -2.791
H -0.819 1.049 -5.045
H 1.331 -1.490 -3.795
H -0.504 -3.548 -2.590
H -2.181 -1.806 -1.963
H 1.596 -2.400 -2.220
H -0.787 -2.604 -4.065
O 1.614 3.112 2.985
S 1.803 1.687 2.878
O 3.056 1.115 3.299
N 1.416 1.128 1.300
C 0.520 0.165 1.331
S 0.233 -1.028 0.108
C -0.183 0.014 2.623
C -1.241 -0.839 2.956
C -1.655 -0.921 4.288
C -0.998 -0.170 5.283
C 0.080 0.675 4.948
C 0.444 0.774 3.605
H -1.717 -1.420 2.166
H -2.478 -1.582 4.565
H -1.323 -0.235 6.325
H 0.623 1.262 5.692

Force components x, y, z for each atom (eV/Å):
C 0.18 0.42 0.56
C -0.36 0.39 0.79
C -0.75 0.69 -0.40
C 0.28 0.57 -1.45
C 1.24 0.40 0.40
Co -0.26 3.12 -1.85
N -1.82 -1.82 -0.27
C 0.28 0.18 -0.56
C 0.86 -2.00 -1.21
H -0.28 -0.17 -0.17
H -0.25 -0.18 0.24
H 0.00 -0.17 -0.24
H 0.22 -0.31 -0.01
H 0.08 -0.13 0.27
H 0.18 -0.30 0.17
H 0.03 0.37 0.06
H -0.01 -0.09 -0.04
H 0.10 0.05 -0.31
H -0.03 0.02 0.25
O 0.09 -0.47 0.07
S -1.30 -0.67 -1.53
O -0.31 0.23 -0.08
N 0.35 -0.34 0.64
C 1.12 0.54 -0.51
S -0.01 -0.52 4.00
C 0.02 -0.22 1.05
C 0.12 0.21 0.00
C 0.43 0.43 0.16
C 0.26 0.17 -0.33
C -0.36 -0.04 -0.31
C -0.32 -0.40 0.92
H 0.17 0.11 0.24
H 0.21 0.21 -0.08
H 0.12 -0.04 -0.35
H -0.27 -0.25 -0.09

<S²> = 6.040
2S+1 = 5
Charge = -1
Total energy = -81114.8397 eV
Frontier orbital gap (spin up / spin down) = 5.8 / 6.6 eV

natural (NBO) atomic charge list, values in e, 5 entries: -0.326, -0.288, -0.404, -0.442, -0.304

---

A gas-phase ion, C8H10N4O (charge +2) in a non-equilibrium geometry. Source: OMol25; level of theory: ωB97M-V with the def2-TZVPD basis set.

Cartesian coordinates (Å):
C -2.096 2.184 0.014
N -1.981 0.723 0.023
C -3.025 -0.139 0.115
C -2.487 -1.424 0.123
N -1.114 -1.335 0.025
C -0.815 0.015 -0.092
C 0.589 0.434 -0.167
O 0.970 1.573 0.031
C 1.619 -0.707 -0.418
C 2.979 -0.442 0.142
N 3.421 0.724 0.338
C 1.057 -2.067 -0.067
N -0.169 -2.280 0.149
H -1.250 2.666 -0.629
H -2.040 2.555 1.033
H -3.124 2.461 -0.349
H -4.053 0.201 0.162
H -3.009 -2.405 0.142
H 1.915 -0.927 -1.431
H 3.612 -1.236 0.164
H 2.898 1.481 -0.149
H 4.290 0.810 0.762
H 1.815 -2.868 0.079

Force components x, y, z for each atom (eV/Å):
C 0.23 1.51 -1.29
N 1.62 -0.60 -0.52
C 1.03 -1.09 -0.01
C -0.48 -1.30 0.05
N -0.87 3.80 -0.45
C -0.81 -0.44 0.55
C 0.64 0.77 -0.08
O -0.58 -0.76 -0.47
C -0.48 0.12 0.74
C -2.52 1.23 -0.88
N -1.75 0.29 -1.61
C 0.36 0.44 1.01
N 0.07 -2.58 -0.09
H -1.76 -0.99 1.18
H 0.28 -0.05 0.12
H 1.18 -0.34 0.03
H 0.21 -0.18 0.00
H 0.59 0.94 0.15
H -0.35 0.59 -1.45
H 1.87 -2.48 1.11
H 0.29 0.16 1.47
H 2.27 0.78 0.58
H -1.03 0.19 -0.16

SMILES string = Cn1cc[n+]2c1C(=O)[C@@H](C=[NH2+])C=N2
Charge = +2
Total energy = -16446.9191 eV
Frontier orbital gap = 8.7 eV

natural (NBO) atomic charge list, values in e, 5 entries: -0.437, -0.210, 0.011, 0.026, -0.113

---

A molecular structure, CH10Ba3O8 in a non-equilibrium geometry. Source: OMol25; level of theory: ωB97M-V with the def2-TZVPD basis set.

Cartesian coordinates (Å):
Ba -0.602 -3.221 1.921
Ba 3.845 -1.969 0.259
Ba 0.958 2.525 -2.075
C 0.919 -0.227 -0.068
O 2.076 0.046 -0.568
O 0.707 -1.311 0.622
O -0.067 0.480 -0.457
O -2.243 -1.313 1.175
H -2.912 -1.567 0.508
H -1.553 -0.848 0.666
O -0.424 -2.388 -2.288
H 0.151 -1.812 -1.774
H -1.321 -2.195 -1.978
O 3.328 3.022 -0.264
H 2.823 3.271 0.527
H 3.933 2.337 0.039
O -0.673 0.885 2.813
H -0.517 0.370 2.017
H -0.833 1.784 2.499
O -2.697 0.451 -1.422
H -3.108 1.261 -1.086
H -1.791 0.419 -1.066

Force components x, y, z for each atom (eV/Å):
Ba -0.76 0.40 0.14
Ba -0.44 0.82 -0.48
Ba 0.24 -0.43 0.44
C -0.70 -0.13 -1.90
O 1.08 -0.81 0.88
O 1.03 -0.49 0.71
O 0.34 0.39 0.63
O 0.49 -1.02 -0.53
H -0.16 0.57 0.29
H -0.48 0.41 -0.11
O 0.07 -0.17 0.59
H -0.21 0.11 -0.12
H 0.04 0.09 -0.42
O -1.21 -0.16 -0.20
H 0.55 0.22 0.06
H 0.16 0.18 -0.03
O 0.31 -0.18 -0.13
H -0.07 0.30 -0.11
H -0.16 -0.07 0.26
O 0.62 -0.03 0.12
H -0.11 -0.27 -0.01
H -0.61 0.28 -0.09

Charge = +4
Total energy = -19625.2709 eV
Frontier orbital gap = 8.2 eV

Mulliken atomic charge list, values in e, 5 entries: 1.852, 1.863, 1.877, 0.534, -0.912

---

A molecular structure, C22H25N8Rb in a non-equilibrium geometry. Source: OMol25; level of theory: ωB97M-V with the def2-TZVPD basis set.

Cartesian coordinates (Å):
Rb 0.200 -1.187 -0.253
N 1.973 -3.561 -1.665
C 3.289 -2.953 -1.824
C 3.811 -2.444 -0.478
N 3.103 -1.234 -0.105
C 3.836 -0.015 -0.387
C 2.934 1.195 -0.131
N 2.507 1.201 1.263
H 2.077 -4.450 -1.182
H 1.580 -3.759 -2.580
H 3.177 -2.103 -2.498
H 4.026 -3.648 -2.256
H 4.894 -2.269 -0.560
H 3.654 -3.219 0.276
H 2.878 -1.224 0.885
H 4.146 -0.009 -1.436
H 4.746 0.072 0.237
H 2.042 1.108 -0.761
H 3.478 2.109 -0.424
H 1.604 1.656 1.358
H 3.170 1.701 1.847
C 0.944 -1.926 4.425
C 0.147 -1.084 5.198
C -0.796 -0.314 4.569
C -0.951 -0.388 3.163
N -0.208 -1.237 2.433
C 0.706 -1.960 3.066
N -1.942 0.387 2.683
C -2.272 0.771 1.490
N -1.689 0.614 0.276
C -2.434 1.268 -0.647
N -2.346 1.387 -1.938
C -1.453 0.916 -2.832
C -1.790 1.196 -4.180
C -0.975 0.776 -5.197
C 0.190 0.082 -4.872
C 0.458 -0.134 -3.534
N -0.320 0.256 -2.533
C -3.585 1.936 0.010
C -4.609 2.729 -0.466
C -5.526 3.218 0.456
C -5.419 2.914 1.807
C -4.396 2.101 2.280
C -3.486 1.616 1.364
H 1.710 -2.541 4.870
H 0.258 -1.053 6.272
H -1.449 0.349 5.111
H 1.284 -2.634 2.441
H -2.700 1.744 -4.363
H -1.223 0.980 -6.229
H 0.864 -0.271 -5.638
H 1.367 -0.651 -3.242
H -4.686 2.961 -1.518
H -6.338 3.849 0.122
H -6.145 3.319 2.498
H -4.310 1.855 3.327

Force components x, y, z for each atom (eV/Å):
Rb 0.35 -0.83 -0.40
N -0.15 -0.12 0.01
C 0.41 -0.13 0.20
C -0.02 -0.08 -0.52
N 0.11 0.03 0.49
C -0.11 0.48 0.01
C 0.35 -0.06 -0.18
N -0.19 0.13 0.14
H -0.14 0.06 -0.11
H -0.05 -0.09 0.13
H 0.15 0.04 -0.06
H -0.06 0.13 -0.05
H -0.08 -0.07 0.10
H 0.04 -0.01 0.02
H 0.07 0.04 -0.04
H 0.02 -0.05 0.03
H -0.07 -0.01 -0.18
H 0.14 0.09 -0.03
H -0.21 -0.16 0.00
H 0.15 -0.04 0.10
H -0.15 -0.11 -0.05
C 0.03 -0.06 -0.05
C 0.05 -0.02 -0.12
C 0.15 -0.08 -0.15
C 0.52 -0.54 0.45
N -0.44 0.45 0.32
C 0.29 -0.24 0.28
N -1.01 0.69 -0.38
C 0.06 0.11 0.53
N 0.37 -0.17 -0.08
C -0.14 0.11 -0.48
N -0.77 0.45 0.75
C 0.49 -0.17 -0.63
C 0.14 -0.11 0.08
C 0.09 -0.07 0.08
C 0.07 -0.04 0.04
C 0.23 -0.08 -0.45
N -0.51 0.43 0.09
C -0.22 -0.04 0.79
C 0.14 -0.07 -0.06
C -0.05 0.05 -0.06
C -0.05 0.00 0.07
C 0.14 -0.12 0.02
C -0.32 0.37 -0.71
H 0.04 -0.08 -0.02
H 0.05 0.05 0.10
H -0.07 0.06 0.03
H 0.10 -0.09 -0.05
H -0.07 0.03 0.00
H -0.03 0.01 -0.05
H 0.09 -0.03 -0.01
H 0.10 -0.08 -0.01
H 0.03 0.02 -0.09
H -0.05 0.04 -0.03
H -0.05 0.01 0.04
H 0.03 -0.03 0.11

Total energy = -35796.9415 eV
Frontier orbital gap = 7.1 eV

natural (NBO) atomic charge list, values in e, 5 entries: 0.921, -0.850, -0.221, -0.224, -0.666

---

A molecular structure, C23H25N2O2Os in a non-equilibrium geometry. Source: OMol25; level of theory: ωB97M-V with the def2-TZVPD basis set.

Cartesian coordinates (Å):
C 2.239 -0.058 2.881
C 2.404 -0.757 1.654
C 2.074 0.121 0.592
H 2.726 -1.788 1.547
C 1.728 1.377 1.167
C 1.833 1.264 2.570
H 1.468 2.273 0.616
C -1.090 -2.059 3.241
C 0.193 -2.246 2.651
C 0.027 -2.188 1.210
H 1.077 -2.607 3.165
C -1.369 -1.924 0.955
C -2.032 -1.847 2.210
H 2.106 -0.121 -0.469
H 1.648 2.040 3.302
H 2.430 -0.455 3.873
H -3.105 -1.699 2.318
H 0.731 -2.564 0.470
H -1.317 -2.177 4.302
Os 0.451 -0.135 1.885
C -1.936 -1.494 -0.389
C -3.463 -1.446 -0.347
C -1.556 -2.441 -1.524
H -3.816 -2.457 -0.109
H -3.837 -1.187 -1.343
H -3.855 -0.729 0.380
H -1.947 -3.433 -1.277
H -0.477 -2.501 -1.690
H -2.032 -2.107 -2.454
C -1.239 -0.123 -0.620
C -2.050 1.090 -0.955
H -0.401 -0.237 -1.313
H -0.833 0.248 0.367
O -2.824 1.535 -0.086
N -1.583 1.740 -2.110
C -0.361 2.515 -1.793
H -2.322 2.315 -2.507
C 0.895 1.875 -2.326
C 2.088 2.561 -2.088
H 2.040 3.545 -1.614
C 3.311 2.000 -2.446
H 4.237 2.537 -2.229
C 3.341 0.748 -3.073
H 4.296 0.291 -3.336
C 2.147 0.095 -3.395
H 2.152 -0.867 -3.910
C 0.917 0.680 -3.056
H -0.029 0.217 -3.344
H -0.242 2.627 -0.692
H -0.474 3.530 -2.200
O -1.867 1.946 4.801
C -1.438 1.455 3.803
N -1.062 1.021 2.734

Force components x, y, z for each atom (eV/Å):
C 3.48 0.14 1.80
C 2.17 -0.74 -0.16
C 2.29 0.82 -1.55
H -0.11 0.25 0.03
C 1.19 1.19 -1.69
C 1.48 0.98 1.53
H -0.06 -0.21 0.12
C -1.12 -0.63 0.12
C 0.12 -0.29 -0.57
C 0.26 -0.09 0.37
H -0.25 -0.05 -0.08
C -1.09 -0.23 0.31
C 0.38 -0.48 -0.33
H -0.09 0.11 0.21
H -0.15 -0.08 -0.19
H 0.01 0.09 -0.25
H 0.42 0.15 0.14
H -0.20 0.06 0.23
H 0.14 0.29 -0.37
Os -9.42 -0.67 1.15
C 0.11 0.15 0.30
C 0.01 0.03 0.13
C -0.02 -0.28 0.09
H -0.11 0.23 -0.02
H -0.05 0.04 0.20
H 0.06 -0.12 -0.18
H 0.16 0.00 -0.24
H -0.06 -0.05 0.04
H 0.16 -0.06 0.15
C 0.16 -0.16 0.00
C -0.93 0.94 2.62
H -0.19 -0.02 0.28
H -0.10 -0.13 -0.56
O 1.03 -0.88 -2.84
N -0.98 0.45 -0.01
C -0.12 -0.13 -0.14
H 0.23 0.22 0.26
C 0.36 0.10 -0.54
C 0.15 -0.31 0.07
H 0.13 -0.25 -0.05
C -0.04 -0.09 -0.02
H -0.27 -0.21 -0.14
C -0.06 -0.05 -0.01
H -0.26 0.15 0.07
C -0.18 0.33 0.14
H 0.10 0.32 0.06
C 0.28 0.12 0.28
H 0.33 0.09 0.11
H -0.28 0.08 -0.53
H 0.03 -0.32 0.12
O 0.90 -1.11 -1.82
C -0.78 1.02 0.88
N 0.80 -0.72 0.46

<S²> = 6.022
2S+1 = 5
Charge = +1
Total energy = -33787.1302 eV
Frontier orbital gap (spin up / spin down) = 7.3 / 6.1 eV

Mulliken atomic charge list, values in e, 5 entries: -0.039, -1.593, 0.558, 0.611, 0.178

---

A single C4H6N2O molecule in a non-equilibrium geometry. Source: OMol25; level of theory: ωB97M-V with the def2-TZVPD basis set.

Cartesian coordinates (Å):
C 1.023 1.697 -0.091
C 0.576 0.300 0.177
C 0.373 -0.715 -0.699
C -0.890 -1.228 -0.223
O -1.707 -2.041 -0.895
N -1.276 -0.732 0.906
N -0.219 0.102 1.346
H 0.708 2.343 0.733
H 0.491 2.041 -0.992
H 2.089 1.769 -0.267
H 0.910 -0.953 -1.610
H -2.490 -2.068 -0.317
H 0.320 -0.560 1.929

Force components x, y, z for each atom (eV/Å):
C 0.50 0.04 0.06
C 0.32 -0.03 -0.21
C -0.32 0.45 -0.05
C -0.13 -0.11 0.39
O -0.19 -0.18 -0.05
N 0.01 -1.34 0.19
N -0.44 0.29 -0.42
H 0.30 -0.18 -0.09
H 0.27 -0.10 0.25
H 0.25 0.26 -0.05
H -0.46 0.31 -0.03
H -0.02 -0.29 -0.31
H -0.08 0.88 0.33

SMILES string = Cc1cc(O)n[nH]1
Total energy = -9270.8327 eV
Frontier orbital gap = 9.7 eV

natural (NBO) atomic charge list, values in e, 5 entries: -0.666, 0.238, -0.363, 0.473, -0.651